Record 1
DFT (ωB97M-V with the def2-TZVPD basis set) results for an isolated molecule of C6H8FNS.

Computed properties:
LUMO energy (spin up / spin down), eV: 0.04 / 0.04
Relative energy (zero: lowest compared OMol25 entry of this formula, charge and spin), eV: 0.682
E_HOMO (spin up / spin down), eV: -7.603 / -7.603
Strongest force on any atom, eV Å⁻¹: 4.359
Orbital gap (spin up / spin down), eV: 7.641 / 7.639

XYZ file:
```
17
Properties=species:S:1:pos:R:3:forces:R:3
C -0.2312 -1.6463 -3.1130 1.08 -1.32 -0.41
C -0.4195 -1.2207 -0.7370 -1.10 -1.31 -2.86
C -1.5006 0.5023 -2.6235 -1.34 0.84 0.03
C -0.8916 0.7931 0.5807 -2.68 0.00 2.56
C 1.3839 0.2581 0.0545 1.46 -3.27 2.48
C 0.0234 -0.4309 0.3429 1.04 1.16 1.99
N -0.0822 -1.5481 -1.8551 -0.52 0.79 3.03
F -2.6353 1.2484 -2.8466 0.95 -0.35 -0.10
S -1.3314 -0.5748 -3.9096 -0.15 -0.27 -0.11
H 0.2365 -2.5651 -3.4418 -0.32 0.38 -1.40
H -1.9632 0.5307 0.9872 2.05 0.02 -0.33
H -1.2132 1.2295 -0.3684 0.96 0.47 0.19
H -0.4198 1.4980 1.4022 -0.85 -1.25 -2.05
H 2.1351 -0.4532 -0.4337 -1.14 1.29 0.13
H 1.8086 0.4011 1.0973 -0.26 0.64 -1.33
H 1.0799 1.1317 -0.4383 0.69 1.31 -0.97
H 0.0267 -1.1056 1.2542 0.12 0.87 -0.86
```
Positions in Å, forces in eV/Å.


Record 2
DFT (ωB97M-V with the def2-TZVPD basis set) results for a structure of composition C6H8FeO6.

Computed properties:
Total charge: +3
<S²>: 8.759
LUMO energy (spin up / spin down), eV: -14.91 / -15.83
Relative energy (zero: lowest compared OMol25 entry of this formula, charge and spin), eV: 1.161
E_HOMO (spin up / spin down), eV: -21.505 / -21.497
Strongest force on any atom, eV Å⁻¹: 4.383
Orbital gap (spin up / spin down), eV: 6.597 / 5.669
Spin multiplicity: 6

XYZ file:
```
21
Properties=species:S:1:pos:R:3:forces:R:3
O 3.3962 1.3206 -1.4842 -0.30 -0.09 0.61
C 2.8444 0.7201 -0.4584 1.36 -2.79 -2.85
O 2.4406 1.3757 0.5062 -1.09 2.05 2.02
O 2.7877 -0.5569 -0.5592 0.28 1.53 -0.41
C 2.0855 -1.3168 0.4718 -0.38 -0.63 0.88
C 0.6104 -1.2970 0.2060 -0.33 0.27 -0.09
C -0.2590 -0.7329 1.0502 0.35 0.32 -0.43
C -1.7385 -0.7619 0.8344 -0.23 -1.06 0.17
Fe 1.8537 2.9922 1.1725 0.44 0.19 0.16
H 2.3415 -0.8916 1.4482 -0.01 -0.24 -0.18
H 2.5014 -2.3232 0.3775 0.01 0.19 0.03
H 0.2693 -1.7768 -0.7162 0.10 -0.04 0.29
H 0.0900 -0.2161 1.9481 -0.10 -0.31 -0.02
H -2.2644 -1.0406 1.7522 0.01 0.01 -0.24
H -2.0510 -1.4269 0.0199 0.20 0.02 0.26
O -2.2680 0.5750 0.5547 1.32 1.04 0.12
C -2.1938 1.1158 -0.5883 -3.96 -0.77 -1.72
O -2.4261 2.2948 -0.8950 0.82 1.02 -1.39
H -2.6795 1.8571 -2.1038 0.48 1.23 2.83
O -2.4284 0.4698 -1.7805 0.94 -1.89 0.16
H -2.9120 -0.3806 -1.7559 0.09 -0.07 -0.18
```
Positions in Å, forces in eV/Å.


Record 3
DFT (ωB97M-V with the def2-TZVPD basis set) results for an isolated molecule of C6H8I2S.

Computed properties:
<S²>: 2.014
LUMO energy (spin up / spin down), eV: -0.07 / -1.19
Relative energy (zero: lowest compared OMol25 entry of this formula, charge and spin), eV: 0.421
E_HOMO (spin up / spin down), eV: -7.417 / -9.128
Strongest force on any atom, eV Å⁻¹: 4.724
Orbital gap (spin up / spin down), eV: 7.349 / 7.935
Spin multiplicity: 3

XYZ file:
```
17
Properties=species:S:1:pos:R:3:forces:R:3
C -0.3884 -0.3018 2.9048 -1.31 -0.35 -1.16
C -1.3391 0.7055 2.2895 0.19 -0.08 -2.26
C 0.3783 -0.4942 -2.3655 -4.52 -0.01 -1.38
C 1.6730 0.1996 -2.3022 -0.15 -1.56 -0.27
C -1.3017 0.7015 0.6554 -1.24 -2.16 2.00
C 0.9045 -0.0590 -1.0414 0.16 -0.69 1.18
S 0.1119 1.2168 -0.0304 1.73 1.10 -1.21
I -2.4858 -0.8079 -0.3053 0.39 0.71 0.53
I 1.9340 -1.5040 0.3428 -0.59 0.46 -1.04
H 0.6070 0.0147 3.1649 0.00 0.11 0.23
H -0.5116 -1.3096 2.5228 0.11 -0.17 0.49
H -2.4266 0.7484 2.5343 0.96 -0.39 0.33
H -0.8469 1.6267 2.4862 -0.24 1.34 0.43
H -0.5825 0.1032 -2.8156 2.54 -0.94 1.48
H 0.0987 -1.5342 -2.6371 1.21 0.50 0.50
H 2.5042 -0.4019 -2.6017 0.68 -0.28 0.64
H 1.6712 1.0963 -2.8015 0.06 2.40 -0.51
```
Positions in Å, forces in eV/Å.


Record 4
DFT (ωB97M-V with the def2-TZVPD basis set) results for an isolated molecule of C6H8INS.

Computed properties:
LUMO energy (spin up / spin down), eV: -0.14 / -0.14
Relative energy (zero: lowest compared OMol25 entry of this formula, charge and spin), eV: 3.406
E_HOMO (spin up / spin down), eV: -7.923 / -7.923
Strongest force on any atom, eV Å⁻¹: 5.076
Orbital gap (spin up / spin down), eV: 7.779 / 7.780

XYZ file:
```
17
Properties=species:S:1:pos:R:3:forces:R:3
C 3.0274 -2.4802 -0.2014 0.21 0.90 1.37
C 2.8246 -1.1339 -0.1245 -4.04 1.14 -0.07
C 0.8005 -1.0470 0.2633 4.95 -0.42 -1.06
C -1.5850 -0.3796 0.3847 -0.36 -2.39 0.95
C -0.0407 1.2653 -0.6605 0.52 1.77 0.65
C -0.1527 0.1081 0.3151 0.35 -0.49 0.54
N 2.1100 -3.2918 0.3261 -1.76 -0.88 0.50
S 0.6712 -2.5939 0.7876 1.76 -0.06 -1.57
I 4.0877 0.5375 -0.3369 -0.75 -0.89 -0.10
H 3.9999 -2.9552 -0.4184 -0.56 0.43 -0.08
H -1.5963 -1.3966 0.8812 -0.09 1.06 -0.11
H -2.0498 -0.6431 -0.5794 0.13 0.85 0.21
H -2.1523 0.2657 1.0585 -0.36 0.07 -0.63
H -0.1825 2.2240 -0.0925 0.37 -0.77 -0.25
H -0.8720 1.3364 -1.3416 -0.13 -0.60 -0.61
H 0.9148 1.3725 -1.1831 -0.20 -0.28 0.06
H 0.0776 0.4561 1.3208 -0.03 0.55 0.18
```
Positions in Å, forces in eV/Å.


Record 5
DFT (ωB97M-V with the def2-TZVPD basis set) results for a structure of composition C6H8InO5.

Computed properties:
Total charge: +2
<S²>: 0.752
LUMO energy (spin up / spin down), eV: -8.78 / -12.77
Relative energy (zero: lowest compared OMol25 entry of this formula, charge and spin), eV: 0.547
E_HOMO (spin up / spin down), eV: -17.964 / -17.919
Strongest force on any atom, eV Å⁻¹: 6.037
Orbital gap (spin up / spin down), eV: 9.180 / 5.152
Spin multiplicity: 2

XYZ file:
```
20
Properties=species:S:1:pos:R:3:forces:R:3
In -2.7347 0.2719 1.9643 -3.90 -1.07 -0.10
O -0.9607 0.6888 2.0113 1.49 1.32 1.10
O 1.0422 -0.2071 1.8186 -2.12 -0.08 -0.60
C 2.3166 0.4399 1.7669 0.93 0.32 -0.20
C 2.0901 1.5620 0.7549 0.82 -0.05 -0.06
O 0.6696 1.7073 0.7462 -1.83 -0.16 1.13
C 0.0801 0.6044 1.2938 5.51 0.46 -2.43
H 2.5637 0.8181 2.7667 -0.17 -0.20 -0.22
H 3.0650 -0.2906 1.4433 -0.21 0.19 0.14
H 2.4368 1.3021 -0.2533 -0.16 0.08 0.20
H 2.5264 2.5165 1.0658 -0.13 -0.25 -0.14
O -1.5522 -0.9837 -0.2115 -0.59 -0.44 0.73
C -2.0139 -1.6249 -1.4405 -0.49 -0.55 -0.40
C -1.2209 -0.8627 -2.5004 -0.46 -0.26 -0.72
O -0.4825 0.1212 -1.7067 0.85 -0.08 0.81
C -0.6309 -0.1125 -0.4635 0.21 0.56 0.87
H -1.7656 -2.6830 -1.3278 -0.04 0.21 -0.24
H -3.0972 -1.4941 -1.4980 0.22 -0.03 -0.08
H -1.8465 -0.3009 -3.1992 0.21 -0.16 0.11
H -0.4855 -1.4727 -3.0310 -0.16 0.19 0.10
```
Positions in Å, forces in eV/Å.


Record 6
DFT (ωB97M-V with the def2-TZVPD basis set) results for a structure of composition C6H8IrLiO6.

Computed properties:
Total charge: +2
<S²>: 6.013
LUMO energy (spin up / spin down), eV: -10.46 / -10.52
Relative energy (zero: lowest compared OMol25 entry of this formula, charge and spin), eV: 5.429
E_HOMO (spin up / spin down), eV: -16.932 / -18.271
Strongest force on any atom, eV Å⁻¹: 7.785
Orbital gap (spin up / spin down), eV: 6.471 / 7.755
Spin multiplicity: 5

XYZ file:
```
22
Properties=species:S:1:pos:R:3:forces:R:3
O -1.3572 1.6220 0.5270 -2.34 -0.49 1.06
C -0.6690 -1.4541 0.4172 -2.15 7.16 2.17
C -2.3604 1.2148 -0.3577 -0.98 -0.48 -1.86
O -0.9410 -1.1956 1.5984 2.07 -2.65 -3.13
O -1.5198 -1.0779 -0.5522 3.40 -2.36 -0.23
C -2.6661 -0.2698 -0.2359 -1.34 0.24 0.93
H -2.0830 1.4247 -1.4063 0.05 0.08 0.40
H -3.3027 1.7597 -0.1689 0.36 -0.15 0.13
H -3.4397 -0.5529 -0.9597 0.24 0.06 0.21
H -3.0212 -0.5035 0.7779 0.02 -0.19 -0.35
Li -1.0932 0.6445 2.1217 0.07 0.07 0.89
O 2.6385 0.7238 0.3700 -0.58 0.03 0.51
C 1.7296 0.3460 1.2993 2.64 0.50 -0.01
C 3.0866 -0.3737 -0.4573 0.58 -0.64 -0.40
O 1.1482 1.2742 1.8799 -0.18 -1.35 1.41
O 0.9168 -0.7484 0.0421 -4.18 -2.10 0.83
C 1.8338 -1.0637 -1.0050 -0.17 -0.57 0.04
H 3.6463 -1.0507 0.1975 0.04 0.19 -0.32
H 3.7042 0.0359 -1.2620 -0.03 -0.03 0.40
H 1.9300 -2.1528 -1.0310 0.34 0.24 -0.26
H 1.4478 -0.6830 -1.9538 0.21 0.06 0.09
Ir 0.3713 2.0805 0.1586 1.95 2.36 -2.52
```
Positions in Å, forces in eV/Å.